[1]
{"formula": "C5H8O", "method": "ωB97M-V/def2-TZVPD", "de_lowest_ev": 2.0400, "smiles": "C[C@]12CC[C@H]1O2", "energy_ha": -270.48292, "charge": 0, "homo_ev": -9.6, "symbols": ["H", "H", "C", "H", "O", "H", "H", "H", "C", "C", "H", "C", "C", "H"], "positions_angstrom": [[-2.26444, 1.05640, -0.46503], [-2.48660, -0.26696, 0.69399], [0.61372, -0.79462, 0.71671], [0.53552, -1.87543, 0.57330], [-0.40682, -0.67844, -1.38095], [0.75674, -0.56847, 1.77478], [0.46892, 1.23709, -1.75186], [-1.63552, 1.20771, 1.19075], [1.65352, -0.12163, -0.21280], [-1.79244, 0.51170, 0.35923], [2.44530, -0.76223, -0.60794], [-0.48997, -0.07427, -0.09001], [0.49493, 0.38335, -1.07901], [2.10714, 0.74581, 0.27884]]}



[2]
{"formula": "C32H91N5O11", "method": "ωB97M-V/def2-TZVPD", "de_lowest_ev": 31.0921, "energy_ha": -2373.94457, "charge": 0, "homo_ev": -6.7, "symbols": ["C", "H", "N", "O", "C", "C", "H", "H", "N", "H", "C", "O", "H", "H", "H", "H", "C", "C", "H", "C", "H", "H", "H", "H", "H", "H", "H", "H", "H", "H", "H", "C", "H", "C", "C", "H", "O", "H", "H", "C", "H", "H", "H", "C", "C", "H", "N", "H", "C", "C", "H", "O", "C", "H", "H", "H", "C", "H", "H", "H", "H", "O", "H", "O", "H", "H", "H", "H", "H", "H", "H", "C", "H", "H", "C", "H", "C", "H", "C", "H", "H", "C", "H", "C", "H", "H", "C", "H", "H", "H", "H", "H", "C", "H", "O", "C", "O", "C", "C", "H", "H", "H", "H", "H", "H", "H", "H", "C", "H", "H", "O", "H", "O", "H", "H", "H", "H", "C", "H", "C", "H", "N", "O", "H", "H", "H", "C", "H", "H", "H", "H", "H", "N", "H", "H", "H", "H", "H", "H"], "positions_angstrom": [[1.99360, 0.73252, -2.15317], [0.81095, 0.96865, 3.58408], [-1.36897, 1.72624, -0.31781], [-0.24303, 0.21969, -1.51864], [-0.38601, -0.62113, 0.74563], [-0.51246, -0.04685, -2.86737], [-0.15514, -6.15004, -0.37469], [-2.88889, -1.45858, -4.38737], [-0.61161, -1.91257, 1.44878], [-3.74409, -0.35985, -3.27463], [-0.39167, 3.96689, 0.41283], [-3.10076, -3.48773, -2.89607], [-0.84946, -3.81120, 2.35456], [-2.58664, 1.43166, -3.82300], [-0.65428, -1.75612, 2.44568], [3.21455, 3.15318, -3.09372], [4.04732, -0.35484, 1.46476], [-0.19990, 2.58488, -0.33594], [0.50244, 1.98240, 0.24011], [-2.85539, -0.99941, 0.66384], [-0.69308, 1.54634, 4.28039], [0.16566, 1.96169, -2.36781], [-0.87874, 3.76035, 1.36583], [6.46242, 3.72402, -2.68702], [-2.28418, 2.57824, -0.47223], [4.43590, -1.06231, 0.73225], [-0.52292, -3.33632, -0.15219], [-2.82388, -4.04653, -2.16623], [1.79551, -0.93738, 0.94973], [-4.50944, -1.78567, -3.90945], [0.48068, 6.52242, 1.01807], [1.03698, 5.65227, 1.36660], [-1.99706, 2.90633, -2.96238], [-3.11766, 1.45472, -1.75822], [1.03730, -0.16737, 1.09223], [0.26404, -0.76346, 5.04791], [-6.27625, 0.54363, 1.62109], [-3.68053, 2.72167, -3.39806], [1.39682, -1.95388, -2.64922], [3.88692, 2.42703, -2.63686], [-2.26181, -1.07684, 1.57476], [-7.76849, -0.78961, 1.82923], [2.10865, -3.54362, -2.19525], [-3.07490, -2.19872, -2.37129], [5.74439, 3.68831, -3.50632], [-1.00950, -2.73235, 4.24863], [-0.66231, -5.32307, -0.65572], [4.06534, 2.73403, -1.60632], [-1.01551, -4.57856, 1.59846], [3.39397, 0.93615, -2.66484], [1.73291, -0.31220, -1.98374], [1.49145, -2.93936, 1.27366], [3.09989, -1.86659, -1.26758], [0.75258, -3.14939, 4.33005], [-2.26993, 0.81432, -1.51460], [0.20912, -2.48786, 1.32413], [0.31953, -1.05334, 3.99863], [-0.35427, -5.24367, -1.61432], [1.40166, 0.75886, 0.64789], [2.70994, -1.91477, 2.57492], [-3.02850, 1.64716, 0.02840], [4.68128, 1.50789, 0.21310], [-1.39961, -0.67020, -2.97917], [-0.61076, -0.41636, 3.11290], [1.28164, 1.10826, -2.88804], [-3.75623, -2.07442, -1.52960], [4.89733, -0.10757, 2.10072], [-2.16377, -0.74913, -0.14060], [4.38235, 0.49739, -0.89927], [0.89820, 5.46636, 2.43162], [4.90985, 2.30733, 0.69293], [0.53237, 3.08992, 3.44122], [0.37899, -0.47799, -3.32295], [-3.19537, -2.01626, 0.46756], [-5.16001, -0.38902, 1.72937], [3.26814, -0.81441, 2.07286], [-0.24282, -4.29636, 0.28136], [1.53340, -5.06421, 1.22517], [2.75982, -2.75135, 1.87797], [-0.57999, 0.85755, -3.47202], [-2.08611, -4.63013, 1.40028], [-2.80091, 2.17619, -3.05628], [-8.22726, 0.88272, 2.22171], [-0.01418, -2.54461, 3.84588], [3.10705, 1.58559, 1.45427], [2.92749, 0.57535, -0.09859], [-7.43601, 0.13688, 2.29738], [6.40171, 3.81363, -4.36675], [-1.12225, 0.90009, -0.84384], [-1.17979, 4.55704, -0.05480], [-4.59219, -0.01810, -0.26723], [0.99888, 0.13610, 2.13842], [1.82089, -2.55293, -1.84337], [1.13864, 3.35203, -1.81818], [3.97947, -1.63963, -2.30511], [0.15635, 2.88095, -1.78218], [-0.68122, 1.45779, 2.18942], [-4.06491, -0.01490, 0.68674], [3.53843, 0.86950, 0.75483], [3.56462, -2.55566, -0.56238], [-4.69048, -0.32056, 2.71067], [-5.41162, -1.43211, 1.53763], [0.89558, 3.40390, 2.46264], [5.01194, 4.49220, -3.43302], [-0.83750, 0.51074, 2.17272], [-1.65979, -1.09516, -0.87146], [-2.06747, -1.90304, -2.07847], [1.27357, -4.20201, 0.61100], [2.08647, 5.94419, 1.32827], [-4.33064, 1.95312, 0.67531], [-3.17850, 2.44319, -0.79403], [1.70239, 1.30271, -1.27102], [5.00836, 2.46842, -3.54757], [2.98702, -3.65618, 2.44166], [-0.16093, 3.85402, 3.79278], [4.21939, -0.71017, -2.29278], [-0.02503, -2.79683, 2.78552], [-0.60646, -0.87393, -0.69922], [-0.10025, -1.78909, -1.00638], [-0.02321, 1.65248, 3.42711], [-7.15359, -0.02711, 3.33731], [4.31495, 0.18571, -1.85761], [0.92567, 4.54410, 0.51560], [-1.04815, 0.18097, 1.07166], [1.32534, -0.95271, 3.59080], [1.06183, -2.61659, -1.06371], [-3.56134, -1.40331, -3.53129], [3.48874, -2.61669, 1.07881], [-3.98640, 0.81187, -1.90010], [5.20041, 0.38480, -2.30082], [1.41723, 3.18614, 4.07039], [2.89042, -0.91138, -0.78613], [-3.53370, 1.35899, 0.85414], [1.81547, -4.27024, -0.33228], [-1.56005, 1.46451, 0.63879], [-0.68126, -5.53354, 2.00388], [-0.53507, 3.58660, -2.24273], [3.38991, 0.53969, -3.68018], [-1.49024, -0.45534, 3.49578]]}



[3]
{"formula": "C35H100N8O11", "method": "ωB97M-V/def2-TZVPD", "de_lowest_ev": 1.2124, "s_squared": 0.76, "energy_ha": -2658.57685, "multiplicity": 2, "charge": 1, "homo_ev": [-10.5, -10.5], "symbols": ["H", "C", "H", "H", "H", "H", "C", "H", "H", "H", "H", "C", "H", "H", "H", "O", "H", "C", "H", "H", "O", "N", "H", "O", "H", "H", "H", "N", "H", "H", "C", "H", "C", "C", "O", "C", "H", "H", "H", "H", "H", "H", "H", "C", "O", "O", "H", "H", "C", "H", "H", "C", "H", "N", "O", "H", "C", "H", "H", "C", "H", "C", "H", "H", "H", "H", "H", "H", "H", "H", "H", "H", "H", "H", "C", "H", "C", "C", "C", "H", "C", "C", "N", "H", "H", "H", "N", "H", "H", "H", "C", "H", "H", "C", "C", "H", "H", "H", "C", "H", "C", "C", "H", "N", "O", "H", "H", "H", "C", "C", "C", "H", "N", "H", "H", "O", "H", "H", "H", "H", "H", "H", "H", "H", "C", "H", "H", "N", "O", "H", "H", "C", "H", "C", "H", "H", "H", "H", "H", "H", "C", "H", "H", "H", "H", "H", "H", "O", "C", "H", "H", "H", "C", "H"], "positions_angstrom": [[0.10062, -1.04417, 5.50385], [0.54669, 5.34520, 2.46502], [-2.07679, -6.52239, 0.98617], [1.90143, 4.41970, 3.89751], [-8.35086, -0.15238, -1.08672], [-1.09284, -0.36856, 0.64531], [-4.63336, -0.08317, 1.29151], [4.92266, 1.74419, 3.07106], [-0.64827, 4.14063, 1.16554], [-3.67316, 4.14902, -3.60366], [1.23674, -4.04516, -2.19887], [3.66497, -4.28871, 1.71552], [-0.01434, 7.34110, 2.78721], [7.23815, -2.79639, 3.82014], [4.34142, -5.14338, 1.72256], [-2.44171, 4.92381, -5.04492], [-6.66614, -0.22220, -1.50042], [4.91732, -1.16794, -3.62303], [-3.21197, 2.35891, -0.57117], [5.55596, -1.47943, -2.79646], [3.74633, 1.40492, -1.50702], [1.38090, 4.28266, -1.12034], [2.93198, -0.09370, 2.41915], [5.41146, -3.26600, 2.97799], [-1.10601, -5.14406, 1.58083], [-0.71584, 4.61082, -3.11618], [3.47347, -3.94309, 3.60964], [-3.43889, 1.78201, 0.22620], [3.85858, -3.16896, -3.87772], [-1.24958, 6.22241, 2.86616], [1.10517, -0.69769, 5.26111], [4.73438, -0.31773, -0.91969], [0.75398, -3.12289, -2.52208], [2.84555, -4.27031, 0.40321], [-1.20420, 3.92265, 3.13521], [3.68708, -2.09587, -3.96236], [0.13981, 0.50901, 1.26739], [2.03805, -3.54992, 0.53392], [1.78276, -1.48129, 5.60014], [6.41903, -1.46977, 3.01357], [4.47331, 2.46347, 4.66495], [1.22225, -1.71457, 2.05006], [1.42909, 4.08772, -3.70026], [6.59899, -2.54408, 2.97402], [3.12157, 1.06740, 4.10609], [-1.47708, -2.80238, 2.44355], [-5.07973, -0.96291, 0.82793], [2.36325, -0.74776, -3.07507], [-1.66004, 2.64420, 3.47310], [-2.83853, -3.83263, 3.56943], [5.47330, 1.25969, -0.38824], [-2.39588, -2.83887, 3.50163], [3.37347, -4.07322, -0.52982], [-1.93802, 4.08633, -1.54722], [-2.40370, -1.82452, -2.89299], [-3.17029, 5.79920, -6.80401], [-4.61538, 1.01047, 0.14965], [4.02078, 3.51856, -0.95049], [-0.61303, -2.56123, 2.78540], [-7.44078, 0.44630, -1.12475], [5.07465, 0.85400, 4.61188], [4.68575, -3.14733, 1.80171], [-1.32615, -3.33684, 0.51180], [-0.15488, -3.50700, -2.98526], [0.46947, 5.13604, 4.66017], [-2.32926, 2.32209, 2.67530], [1.33183, 5.44366, 1.71538], [-3.23808, 0.10024, -2.99639], [-2.26168, -2.44526, -2.17457], [2.81331, -5.34657, 3.24552], [1.79233, 6.09963, 4.00474], [2.52506, 2.81301, -3.92245], [-2.89862, 5.69913, -3.20574], [-2.20127, 1.89393, -3.28877], [3.27022, 2.73226, -1.03097], [-2.85681, -5.08785, 1.36294], [2.33807, 3.66652, -3.27079], [-5.89958, 1.87505, -0.00840], [-0.07775, -0.07772, 0.37492], [5.53436, -1.09116, -4.51828], [4.55647, 0.70646, -0.59184], [-2.74866, 4.72295, -3.66691], [2.84991, -4.38223, 2.94750], [1.48544, 2.33695, -1.92500], [-5.94764, 2.42240, -0.94979], [1.07262, 4.99251, -1.76931], [1.12621, -1.85745, 3.04527], [-3.60770, -0.29353, 1.59459], [-1.00053, 1.83869, 3.79606], [-2.51659, -5.08612, -2.57109], [-2.75905, -5.44391, -1.57044], [-3.27765, 2.35458, 1.04246], [2.30122, -5.20833, 0.29398], [-1.83305, -4.86514, -0.48017], [2.14048, 3.20135, -1.81621], [5.25576, -3.14966, 0.87263], [-2.76491, -0.52983, -1.40895], [-2.15409, 2.78873, 4.43389], [2.86045, -0.15965, 3.50480], [2.94163, 2.57599, -0.00350], [-3.32924, 5.74186, -5.72719], [-0.21612, 4.07695, 2.16418], [-2.07361, -2.59893, 4.51487], [-1.92724, -3.44786, -0.29223], [0.65078, -1.25435, 0.33759], [1.42545, 0.27344, 5.63853], [4.58865, -0.18756, -3.27816], [-0.20923, 0.52334, -0.52482], [-3.15736, -0.80122, -2.38897], [-1.63276, 4.04198, -2.96193], [4.47195, 1.56538, 4.04727], [-4.14858, -1.25462, -2.38951], [3.22864, -1.95736, -5.36108], [2.07896, 4.82660, -0.63356], [4.09446, 0.65283, 0.39395], [-4.08148, -5.34954, -1.18245], [4.11405, -2.23128, 1.95039], [-0.79927, -5.03902, -0.77879], [2.36176, -2.47565, -5.35868], [-2.20346, 5.05246, -1.41986], [0.53516, 3.28891, 2.21596], [3.11764, 4.40979, -3.43790], [1.85512, -2.55452, 3.09890], [-1.15219, 3.90255, -0.93993], [1.41057, -0.56339, 3.73312], [-1.16105, 2.74946, -4.45531], [-3.19770, -2.14938, 3.23744], [-0.38271, 6.47748, 2.41496], [1.40152, -2.36275, -3.50603], [-5.04878, -5.57707, -3.06806], [-0.02970, -1.83068, -0.01791], [-5.01191, -6.05997, -2.09156], [2.82243, -2.03061, -1.97931], [2.56724, -1.81694, -3.01725], [-3.33569, 6.72238, -5.25113], [-6.01426, -6.07280, -1.66350], [3.49673, -0.86313, 4.04180], [-5.17950, 0.36475, 2.12169], [-2.57977, -6.51882, -1.54722], [-5.89453, 2.65773, 0.75020], [-1.92407, -5.44481, 0.92628], [0.72211, 0.18575, 3.34208], [2.83959, -1.04533, -5.55329], [-4.56959, 0.61924, -0.86669], [-7.56436, 1.26408, -1.83473], [7.20699, -2.69015, 2.08122], [-4.29541, 5.25098, -5.61028], [-7.12999, 1.17661, 0.09634], [-1.40240, 2.62718, -3.39942], [-4.78473, -7.11371, -2.25319], [-2.88391, -3.36642, 0.02124], [0.43070, -2.55872, -1.64726], [1.16841, 5.22344, 3.82834], [-0.49438, 2.27717, -2.90839]]}